{"formula": "C5H11NO", "method": "wB97M-V/def2-TZVPD", "species": ["H", "N", "C", "C", "C", "C", "C", "H", "H", "H", "H", "H", "H", "H", "H", "O", "H", "H"], "xyz": [[-0.160, -2.347, 0.245], [0.005, -1.817, 1.103], [0.024, -0.544, 0.918], [0.159, 0.323, 2.151], [-0.419, 0.204, -0.521], [-1.018, 1.401, -0.466], [-0.624, -0.722, -1.680], [-0.818, 0.709, 2.452], [0.811, 1.179, 1.959], [0.591, -0.254, 2.974], [-1.671, 1.726, -1.270], [-0.908, 2.100, 0.353], [-0.029, -1.634, -1.589], [-1.676, -1.009, -1.766], [-0.317, -0.236, -2.612], [2.140, 0.658, -0.677], [1.995, 0.327, -1.576], [1.917, -0.063, 0.002]], "e_homo_ha": -0.3441}

---

{"formula": "C48H120O24", "method": "wB97M-V/def2-TZVPD", "species": ["C", "O", "C", "C", "O", "C", "H", "H", "H", "H", "H", "H", "H", "H", "H", "H", "C", "O", "C", "C", "O", "C", "H", "H", "H", "H", "H", "H", "H", "H", "H", "H", "C", "O", "C", "C", "O", "C", "H", "H", "H", "H", "H", "H", "H", "H", "H", "H", "C", "O", "C", "C", "O", "C", "H", "H", "H", "H", "H", "H", "H", "H", "H", "H", "C", "O", "C", "C", "O", "C", "H", "H", "H", "H", "H", "H", "H", "H", "H", "H", "C", "O", "C", "C", "O", "C", "H", "H", "H", "H", "H", "H", "H", "H", "H", "H", "C", "O", "C", "C", "O", "C", "H", "H", "H", "H", "H", "H", "H", "H", "H", "H", "C", "O", "C", "C", "O", "C", "H", "H", "H", "H", "H", "H", "H", "H", "H", "H", "C", "O", "C", "C", "O", "C", "H", "H", "H", "H", "H", "H", "H", "H", "H", "H", "C", "O", "C", "C", "O", "C", "H", "H", "H", "H", "H", "H", "H", "H", "H", "H", "C", "O", "C", "C", "O", "C", "H", "H", "H", "H", "H", "H", "H", "H", "H", "H", "C", "O", "C", "C", "O", "C", "H", "H", "H", "H", "H", "H", "H", "H", "H", "H"], "xyz": [[8.701, 2.293, 3.575], [7.551, 2.628, 2.860], [7.655, 2.398, 1.473], [6.342, 2.408, 0.824], [5.742, 1.058, 1.070], [4.329, 0.892, 1.024], [9.652, 2.704, 3.238], [8.853, 1.215, 3.632], [8.492, 2.619, 4.594], [8.165, 1.439, 1.381], [8.387, 3.109, 1.088], [6.304, 2.878, -0.159], [5.891, 3.229, 1.382], [4.168, -0.135, 1.355], [3.905, 0.943, 0.021], [3.898, 1.597, 1.735], [4.382, -2.939, -3.118], [4.559, -2.293, -1.838], [5.741, -1.482, -1.568], [6.063, -0.453, -2.626], [6.623, -0.968, -3.870], [6.663, 0.081, -4.850], [5.133, -3.711, -3.285], [4.453, -2.215, -3.930], [3.335, -3.219, -2.998], [6.633, -2.020, -1.247], [5.536, -0.958, -0.634], [6.845, 0.144, -2.158], [5.208, 0.219, -2.712], [7.312, 0.899, -4.538], [5.653, 0.448, -5.035], [7.079, -0.251, -5.801], [-5.488, 3.191, 0.537], [-4.596, 3.971, -0.215], [-5.220, 5.207, -0.678], [-4.243, 5.859, -1.739], [-3.685, 7.110, -1.205], [-2.661, 7.657, -2.089], [-6.427, 3.064, -0.004], [-5.732, 3.607, 1.515], [-5.008, 2.237, 0.755], [-5.339, 5.765, 0.251], [-6.233, 5.007, -1.028], [-4.847, 6.053, -2.626], [-3.386, 5.214, -1.933], [-1.895, 6.997, -2.496], [-2.189, 8.385, -1.430], [-3.144, 8.133, -2.942], [-6.031, 0.228, -1.293], [-6.304, -1.058, -1.861], [-5.917, -1.418, -3.194], [-6.865, -2.419, -3.899], [-8.228, -2.035, -4.061], [-8.977, -1.845, -2.851], [-6.575, 1.000, -1.838], [-4.972, 0.393, -1.492], [-6.205, 0.365, -0.226], [-4.857, -1.652, -3.096], [-5.954, -0.523, -3.816], [-6.776, -3.437, -3.518], [-6.459, -2.646, -4.885], [-8.574, -2.496, -2.075], [-10.051, -1.968, -2.988], [-9.032, -0.785, -2.603], [-4.154, -3.975, 5.120], [-2.869, -3.388, 5.174], [-2.257, -3.290, 3.822], [-1.152, -2.281, 3.665], [-0.097, -2.787, 4.535], [0.964, -1.903, 4.593], [-4.491, -4.098, 6.149], [-4.063, -4.942, 4.627], [-4.891, -3.335, 4.635], [-3.060, -2.974, 3.156], [-1.840, -4.244, 3.498], [-1.445, -1.271, 3.951], [-0.756, -2.346, 2.652], [1.349, -1.780, 3.581], [1.809, -2.454, 5.005], [0.812, -0.946, 5.091], [6.135, -8.021, 2.782], [5.743, -6.669, 2.830], [5.370, -6.178, 4.136], [5.331, -4.598, 4.123], [4.193, -3.960, 3.507], [4.061, -4.081, 2.073], [7.117, -8.160, 3.235], [6.351, -8.368, 1.771], [5.393, -8.669, 3.247], [5.981, -6.627, 4.919], [4.369, -6.541, 4.368], [6.270, -4.115, 3.855], [5.190, -4.267, 5.152], [3.883, -5.100, 1.730], [4.887, -3.673, 1.491], [3.119, -3.578, 1.854], [-9.800, -6.653, 2.314], [-8.546, -6.021, 2.466], [-7.340, -6.918, 2.798], [-6.127, -5.953, 2.482], [-6.170, -5.193, 1.262], [-6.734, -3.861, 1.274], [-10.023, -7.218, 3.219], [-9.926, -7.324, 1.465], [-10.690, -6.029, 2.234], [-7.288, -7.890, 2.306], [-7.463, -7.202, 3.843], [-5.252, -6.602, 2.524], [-5.838, -5.244, 3.258], [-7.631, -3.875, 1.893], [-6.935, -3.400, 0.307], [-6.088, -3.195, 1.845], [-4.203, 0.882, 3.926], [-3.441, 1.371, 5.037], [-2.353, 2.190, 4.653], [-1.875, 3.049, 5.849], [-1.633, 2.188, 6.989], [-0.506, 1.353, 6.880], [-4.913, 0.234, 4.441], [-3.513, 0.209, 3.417], [-4.713, 1.545, 3.227], [-2.524, 2.880, 3.827], [-1.479, 1.566, 4.467], [-2.763, 3.615, 6.128], [-1.166, 3.846, 5.626], [-0.065, 1.194, 7.864], [0.241, 1.820, 6.239], [-0.761, 0.326, 6.616], [-1.142, 3.074, 0.626], [-0.060, 3.873, 0.190], [-0.399, 5.093, -0.545], [0.851, 5.925, -0.887], [0.585, 7.090, -1.742], [1.891, 7.643, -2.164], [-1.919, 3.620, 1.161], [-0.806, 2.221, 1.216], [-1.564, 2.697, -0.306], [-1.049, 5.743, 0.041], [-0.883, 4.824, -1.484], [1.634, 5.233, -1.196], [1.348, 6.379, -0.029], [1.970, 8.582, -1.617], [1.959, 7.761, -3.245], [2.818, 7.160, -1.854], [1.565, -1.496, -0.185], [0.141, -1.821, -0.107], [-0.485, -0.527, 0.063], [-2.021, -0.540, -0.190], [-2.695, -1.176, 0.944], [-4.092, -0.955, 0.949], [1.958, -1.032, 0.719], [1.729, -0.800, -1.007], [2.033, -2.437, -0.474], [-0.015, 0.230, -0.564], [-0.321, -0.228, 1.099], [-2.207, -1.102, -1.105], [-2.384, 0.481, -0.311], [-4.536, -1.287, 1.887], [-4.590, -1.519, 0.160], [-4.404, 0.081, 0.813], [1.335, 2.303, -2.151], [2.631, 1.862, -2.590], [3.011, 2.202, -3.957], [3.373, 3.668, -4.161], [4.491, 4.232, -3.458], [4.586, 3.880, -2.077], [1.223, 2.427, -1.074], [0.578, 1.597, -2.493], [0.952, 3.285, -2.428], [2.277, 1.743, -4.620], [3.911, 1.657, -4.239], [2.459, 4.120, -3.777], [3.625, 3.960, -5.180], [3.691, 3.973, -1.461], [5.453, 4.436, -1.722], [4.943, 2.851, -2.026], [4.624, 2.158, -7.806], [3.945, 1.137, -6.968], [3.583, -0.122, -7.430], [2.816, -0.932, -6.357], [1.633, -0.389, -5.959], [1.344, -0.711, -4.664], [4.965, 2.938, -7.124], [3.843, 2.530, -8.469], [5.338, 1.603, -8.415], [4.525, -0.628, -7.640], [2.991, -0.041, -8.342], [3.567, -0.999, -5.569], [2.536, -1.956, -6.606], [1.252, -1.791, -4.548], [0.401, -0.191, -4.495], [2.066, -0.382, -3.917]], "e_homo_ha": [0.0234, -0.2745], "s2": 0.75, "charge": -1, "spin_multiplicity": 2}

---

{"formula": "C20H25N2O2PtS3", "method": "wB97M-V/def2-TZVPD", "species": ["Pt", "S", "C", "C", "N", "C", "S", "C", "N", "O", "S", "C", "C", "C", "C", "H", "H", "H", "H", "H", "H", "H", "H", "C", "C", "C", "C", "C", "C", "C", "C", "C", "C", "C", "C", "O", "H", "H", "H", "H", "H", "H", "H", "H", "H", "H", "H", "H", "H", "H", "H", "H", "H"], "xyz": [[0.068, 1.451, 0.857], [0.333, 3.594, 1.658], [-0.612, 4.483, 0.493], [-0.422, 5.919, 0.469], [-0.244, 7.058, 0.489], [-1.495, 3.893, -0.313], [-1.797, 2.170, -0.298], [-2.311, 4.679, -1.217], [-2.989, 5.281, -1.929], [0.891, 0.962, 3.083], [1.258, -0.310, 3.812], [-0.024, -0.503, 5.106], [-0.862, -1.730, 4.765], [-0.889, -1.782, 3.244], [0.568, -1.662, 2.812], [-0.598, 0.423, 5.032], [0.471, -0.556, 6.075], [-1.863, -1.657, 5.190], [-0.392, -2.634, 5.160], [-1.447, -0.927, 2.851], [-1.354, -2.689, 2.872], [0.704, -1.363, 1.765], [1.147, -2.567, 3.025], [2.316, 2.253, -2.115], [2.563, 0.796, -2.515], [3.616, 0.153, -1.597], [1.278, -0.032, -2.595], [0.883, -0.394, -3.885], [-0.249, -1.146, -4.143], [-1.015, -1.572, -3.073], [-0.666, -1.253, -1.767], [-1.463, -1.819, -0.618], [-0.837, -3.161, -0.208], [-2.954, -1.981, -0.912], [0.485, -0.463, -1.487], [0.828, -0.221, -0.191], [3.266, 2.800, -2.053], [1.851, 2.302, -1.148], [1.662, 2.757, -2.833], [2.973, 0.813, -3.527], [3.271, 0.164, -0.564], [4.562, 0.706, -1.659], [3.804, -0.886, -1.889], [1.498, -0.070, -4.722], [-0.521, -1.410, -5.159], [-1.898, -2.179, -3.260], [-1.360, -1.121, 0.210], [-0.889, -3.866, -1.047], [-1.359, -3.611, 0.643], [0.216, -3.024, 0.055], [-3.139, -2.758, -1.663], [-3.381, -1.041, -1.276], [-3.485, -2.269, 0.001]], "e_homo_ha": -0.1546, "charge": -1}

---

{"formula": "C3H14NO6S2", "method": "wB97M-V/def2-TZVPD", "species": ["N", "C", "C", "O", "O", "C", "S", "S", "H", "H", "H", "H", "H", "H", "H", "H", "O", "H", "H", "O", "H", "H", "O", "H", "H", "O"], "xyz": [[-1.777, 0.296, 1.903], [-0.484, 0.149, 1.233], [0.515, 1.300, 1.560], [1.699, 0.984, 1.778], [0.028, 2.468, 1.582], [-0.708, 0.073, -0.268], [-1.137, -1.610, -0.826], [0.340, -2.059, -2.164], [-1.635, 0.632, 2.841], [-2.340, 0.997, 1.436], [-0.028, -0.761, 1.597], [0.171, 0.400, -0.825], [-1.533, 0.726, -0.549], [1.413, -2.067, -1.345], [-2.354, -1.563, 2.309], [-1.838, -2.889, 1.764], [-2.444, -2.536, 2.418], [2.470, -0.155, 0.552], [2.671, 0.191, -0.910], [2.752, -0.546, -0.306], [1.059, 2.289, -1.700], [1.184, 1.369, -2.919], [1.704, 1.752, -2.203], [0.294, 4.109, -0.750], [-0.248, 2.947, 0.046], [-0.154, 3.277, -0.890]], "e_homo_ha": -0.2037, "charge": -1}